[1]
Below is a molecular structure, C5H9O11Tl in a non-equilibrium geometry, with properties calculated with ωB97M-V with the def2-TZVPD basis set.

```
26
Properties=species:S:1:pos:R:3:forces:R:3
Tl -1.450045 0.224735 0.788955 0.57 -0.15 0.07
O 0.837548 3.163841 3.840505 0.25 -0.15 0.10
C 1.146308 1.956622 3.331839 0.13 -0.94 -0.24
O 2.285049 1.478271 3.508296 0.11 0.31 0.15
O 0.308466 1.310052 2.677229 -0.72 0.54 -0.05
H 1.640847 3.398257 4.334166 -0.20 0.29 -0.01
O 2.858243 2.241701 -0.766551 -0.08 -0.43 0.16
C 2.339069 1.396977 0.154386 0.29 0.13 0.27
O 1.159318 1.028963 -0.001525 -0.22 0.03 -0.01
O 3.058181 1.044848 1.110249 0.20 0.15 -0.39
H 3.808096 2.274372 -0.570565 -0.01 0.20 -0.04
O 1.841251 -3.090394 1.575099 0.09 0.10 -0.14
C 1.110122 -2.004049 1.277779 -0.63 -0.09 0.47
O 1.611465 -0.858096 1.376684 0.38 0.17 -0.29
O -0.078553 -2.135304 0.954135 -0.22 -0.21 -0.28
H 2.735706 -2.783751 1.781738 0.01 -0.03 0.05
C -3.149565 -1.267353 -2.480188 -0.86 0.63 0.04
C -1.905104 -0.590436 -3.004465 -0.31 -0.37 0.17
O -0.951019 -0.477953 -1.946227 0.01 0.05 -0.41
O -3.866264 -0.337695 -1.641525 0.46 -0.02 0.03
H -2.894676 -2.157094 -1.899706 0.09 -0.07 -0.15
H -3.809918 -1.523152 -3.316616 0.25 -0.21 -0.04
H -2.152603 0.396897 -3.399276 0.00 0.04 0.13
H -1.538410 -1.193385 -3.839844 0.25 0.01 0.13
H -0.146645 -0.924050 -2.224129 0.12 0.09 0.26
H -4.796867 -0.572824 -1.620443 0.03 -0.10 0.02
```
Forces are in eV/Å.

Values from the calculation:
- HOMO energy (eV) = -8.90
- relative energy (zero: lowest compared OMol25 entry of this formula, charge and spin) (kcal/mol) = 0.0
- frontier orbital gap (eV) = 4.33



[2]
Below is a gas-phase ion, C5H9O3 (charge -1) in a non-equilibrium geometry, with properties calculated with ωB97M-V with the def2-TZVPD basis set.

```
17
Properties=species:S:1:pos:R:3:forces:R:3
O 0.134245 -2.369207 2.780696 0.97 -0.08 -0.97
C 0.459739 -1.501428 1.918370 -0.73 -0.57 2.85
O 1.576236 -0.666504 2.248145 0.93 -0.01 0.93
C -0.203133 -1.030250 0.833564 0.68 2.45 0.29
C 0.089672 0.419436 0.488688 0.12 0.93 -3.10
C -0.955881 1.009583 -0.611411 2.24 -1.22 -0.35
C -0.642738 0.495138 -2.058899 1.26 -3.96 2.88
O 0.614751 0.821935 -2.560932 1.14 1.32 -0.64
H 1.958563 -0.854749 3.148494 -1.24 -0.31 -1.39
H -0.917726 -1.522412 0.251161 -1.16 -0.89 -0.21
H 1.120119 0.341395 0.021336 -0.63 1.11 0.39
H 0.082562 1.309406 1.179737 0.28 -1.59 0.41
H -0.860934 2.100274 -0.661375 -0.29 -0.05 0.26
H -1.905607 0.662724 -0.215579 -0.47 0.24 -0.43
H -0.584393 -0.697167 -2.044451 -1.07 2.15 0.11
H -1.268008 0.843123 -2.795055 -2.04 0.63 -1.50
H 1.302530 0.638697 -1.922487 0.01 -0.15 0.48
```
Forces are in eV/Å.

Values from the calculation:
- HOMO energy (eV) = -2.18
- charge = -1
- relative energy (zero: lowest compared OMol25 entry of this formula, charge and spin) (kcal/mol) = 62.8
- frontier orbital gap (eV) = 5.99
- SMILES = [O-]/C(O)=C/CCCO



[3]
Below is a gas-phase ion, C5H9O3 (charge -1) in a non-equilibrium geometry, with properties calculated with ωB97M-V with the def2-TZVPD basis set.

```
17
Properties=species:S:1:pos:R:3:forces:R:3
O -1.841484 -0.593700 2.129729 -0.10 0.25 -0.33
C -0.931723 -0.435794 1.265129 -0.29 -0.32 1.61
O -1.365942 -0.517142 -0.053676 -0.03 0.09 -0.84
C 0.399939 -0.243888 1.505813 0.70 0.63 -0.97
C 1.557023 0.006875 0.529721 -0.31 -1.04 0.26
C 1.351099 -0.346221 -0.968558 -0.32 1.08 0.63
C 1.024065 0.815809 -1.898531 -1.71 0.26 1.15
O -0.365149 1.186143 -1.894059 0.10 0.51 -0.50
H -2.326150 -0.516880 0.011243 -0.10 -0.19 0.29
H 0.666944 0.054541 2.506435 -0.19 -0.31 0.37
H 2.362120 -0.698221 0.828569 -0.03 0.57 0.14
H 1.921762 1.030606 0.697724 0.26 -0.04 -0.43
H 0.557081 -1.091947 -0.992921 0.24 -0.12 -0.46
H 2.276097 -0.718964 -1.366660 0.57 -0.63 -0.09
H 1.579125 1.722143 -1.612675 0.42 -0.30 -0.26
H 1.192969 0.519687 -2.917722 0.44 0.07 -0.57
H -0.765980 1.083003 -1.019197 0.35 -0.50 -0.01
```
Forces are in eV/Å.

Values from the calculation:
- HOMO energy (eV) = -2.24
- charge = -1
- relative energy (zero: lowest compared OMol25 entry of this formula, charge and spin) (kcal/mol) = 40.3
- frontier orbital gap (eV) = 6.18
- SMILES = [O-]/C(O)=C/CCCO